Molecular formula: C6H10O
Method: DFT, wB97M-V/def2-TZVPD

Summary:
* total charge: 0
* E: -309.78973 hartree
* orbital gap: 10.490 eV
* energy relative to the best compared isomer or geometry (same formula, charge and spin): 33.0 kcal per mole
* largest force on an atom: 0.00926 Eh/bohr
* spin multiplicity: 1

Each line ends with the natural charge from an NBO analysis.
Positions of all 17 atoms, in Å:
C 1.9279 0.8357 -0.1579  -0.634
C 1.1702 -0.4391 0.1077  0.115
O 0.5615 -0.4178 1.4191  -0.535
C -0.6716 -0.9041 0.8731  0.105
C -1.7483 0.1502 0.5812  -0.419
C -1.1255 0.4398 -0.8145  -0.414
C -0.1696 -0.7430 -0.5674  -0.263
H 1.3088 1.7082 0.0766  0.212
H 2.8120 0.8670 0.4863  0.222
H 2.2455 0.8877 -1.2034  0.213
H 1.8219 -1.3168 0.0031  0.169
H -0.9333 -1.8802 1.2931  0.177
H -1.7825 1.0030 1.2596  0.216
H -2.7180 -0.3474 0.4947  0.210
H -1.7786 0.3067 -1.6856  0.210
H -0.6625 1.4295 -0.9112  0.207
H -0.2579 -1.5796 -1.2544  0.210

Cartesian forces (eV/Å) of the 3 atoms listed first:
C 0.047 0.021 -0.035
C 0.346 0.030 -0.273
O -0.066 0.070 0.032